C18H64O14 | ωB97M-V/def2-TZVPD

The geometry in XYZ format:
```
96
C18H64O14, DFT ωB97M-V/def2-TZVPD
C 0.47 -0.95 -0.85
C -0.61 -0.45 0.04
O -1.31 0.63 -0.53
H 1.04 -0.13 -1.28
H 0.05 -1.51 -1.68
H 1.24 -1.51 -0.31
H -0.12 -0.03 0.92
H -1.25 -1.24 0.42
H -1.05 1.40 -0.02
C -1.63 2.24 -2.76
C -1.71 0.77 -3.25
O -0.62 0.20 -2.54
H -2.38 2.87 -3.23
H -0.63 2.63 -2.96
H -1.66 2.32 -1.68
H -1.56 0.67 -4.32
H -2.64 0.35 -2.85
H -0.63 0.46 -1.62
C 1.49 1.13 1.75
C 2.20 2.38 1.23
O 1.40 3.46 1.02
H 0.53 1.32 2.23
H 2.02 0.51 2.47
H 1.21 0.45 0.93
H 2.83 2.22 0.36
H 2.97 2.50 1.99
H 1.88 4.13 0.53
C 1.40 2.66 -1.52
C 2.05 2.35 -2.85
O 2.33 3.62 -3.44
H 1.19 1.71 -1.03
H 0.50 3.26 -1.63
H 2.10 3.10 -0.81
H 1.30 1.82 -3.45
H 2.98 1.80 -2.74
H 2.78 3.46 -4.28
C 2.14 -1.58 1.39
C 1.47 -2.82 1.83
O 1.23 -2.79 3.24
H 1.48 -0.72 1.41
H 2.54 -1.58 0.37
H 2.94 -1.30 2.08
H 2.10 -3.68 1.61
H 0.55 -2.97 1.26
H 0.29 -2.93 3.37
C -0.88 -0.84 2.78
C -0.86 -1.91 3.84
O -0.65 -3.22 3.28
H 0.11 -0.83 2.31
H -0.99 0.15 3.22
H -1.67 -1.04 2.06
H -1.88 -1.83 4.22
H -0.22 -1.68 4.69
H -1.30 -3.44 2.61
C -2.53 0.68 1.32
C -3.55 0.24 2.35
O -4.00 1.42 2.93
H -1.61 0.95 1.83
H -2.99 1.47 0.72
H -2.28 -0.14 0.65
H -3.27 -0.45 3.14
H -4.32 -0.29 1.79
H -4.78 1.63 2.42
C 4.32 -2.11 -0.27
C 3.30 -1.73 -1.37
O 2.64 -2.91 -1.70
H 3.78 -2.64 0.52
H 4.86 -1.26 0.16
H 5.02 -2.87 -0.61
H 3.83 -1.31 -2.22
H 2.52 -1.01 -1.09
H 2.07 -2.65 -2.44
C -1.48 3.87 1.16
C -1.08 2.73 0.19
O -0.21 1.78 0.79
H -0.57 4.23 1.64
H -2.23 3.56 1.88
H -1.83 4.72 0.57
H -0.54 3.12 -0.66
H -1.95 2.22 -0.24
H 0.56 2.18 1.21
O -0.71 -3.21 -0.48
H -1.07 -4.00 -0.88
H -0.69 -2.56 -1.18
O -1.72 -3.07 1.42
H -1.25 -3.02 0.59
H -2.61 -2.80 1.21
O -2.55 -1.13 -0.90
H -2.03 -0.37 -0.62
H -2.05 -1.53 -1.60
O 0.18 -1.23 -3.82
H -0.26 -0.57 -3.29
H 0.36 -0.79 -4.65
O -1.43 -2.06 -2.47
H -1.53 -3.00 -2.66
H -0.87 -1.73 -3.17
```

Calculated values
max |F|	12.30	eV/Å
Kohn-Sham gap	7.71	eV
2S+1	1
energy relative to the best compared isomer or geometry (same formula, charge and spin)	32.618	eV